1.
{"formula": "CH7PSi", "method": "ωB97M-V/def2-TZVPD", "total_charge": 0, "orbital_gap_ev": 9.966, "relative_energy_kcal_mol": 56.7, "smiles": "[SiH4].C=P", "lumo_ev": 0.14, "max_force_ev_per_a": 2.4, "energy_ha": -673.01812, "species": ["Si", "H", "H", "H", "H", "C", "P", "H", "H", "H"], "xyz": [[-1.85060, 0.24652, 0.19003], [-2.66205, 0.54467, -0.92078], [-2.79538, 0.28810, 1.46941], [-1.50892, -1.13652, 0.23619], [-0.69202, 1.05927, -0.07346], [1.74995, 0.06686, -0.61213], [2.34121, -1.28326, 0.10769], [1.57417, 1.12845, -0.25610], [1.65952, -0.10988, -1.62520], [2.18412, -0.80422, 1.48435]], "atomic_forces_ev_per_a": [[-1.4, -0.3, 1.9], [-1.1, 0.1, -1.2], [1.2, 0.6, -1.1], [0.5, -1.0, -0.3], [0.5, 0.6, 0.6], [0.4, 1.6, 1.5], [-0.4, 0.1, 1.6], [0.0, -1.7, -0.3], [-0.3, 0.3, -2.3], [0.5, -0.4, -0.6]]}

2.
{"formula": "C8H5AsN4O8STa", "method": "ωB97M-V/def2-TZVPD", "total_charge": 1, "orbital_gap_ev": 7.653, "lumo_ev": -5.39, "max_force_ev_per_a": 2.3, "energy_ha": -3819.55525, "species": ["Ta", "O", "As", "O", "O", "C", "C", "C", "C", "C", "C", "S", "O", "O", "O", "H", "H", "H", "H", "H", "O", "N", "O", "N", "C", "N", "C", "N"], "xyz": [[-1.63321, -0.01418, -0.89763], [-0.90093, -1.17654, -2.39283], [0.96988, -0.67976, -2.34178], [1.57581, -1.74311, -1.05816], [0.24330, 0.56481, -1.36362], [2.04415, -1.33219, 0.21298], [3.43619, -1.49240, 0.34959], [4.08260, -1.00917, 1.47478], [3.34002, -0.61779, 2.58303], [1.93965, -0.75786, 2.54602], [1.25089, -0.92981, 1.33260], [-0.48153, -1.02009, 1.38774], [-0.95741, -1.64617, 2.57419], [-0.76890, -1.64947, 0.08790], [-1.10566, 0.39365, 1.08188], [-1.46485, -1.70283, -2.96466], [3.99170, -1.93181, -0.45107], [5.17227, -0.95634, 1.47942], [3.84771, -0.32341, 3.47548], [1.32387, -0.63794, 3.44177], [-3.52094, -1.05767, -1.72559], [-4.29619, -0.56725, -0.84583], [-3.64155, -0.16278, 0.09726], [-3.45138, 6.44229, -1.71558], [-3.22491, 5.31221, -1.68510], [-2.97219, 4.03750, -1.55674], [-2.56533, 2.91417, -1.56189], [-2.23309, 1.74392, -1.56415]], "atomic_forces_ev_per_a": [[-0.4, 1.8, -0.2], [-0.7, -0.3, -0.4], [0.4, 0.2, 0.4], [-0.1, 0.6, 0.5], [-0.2, -0.3, 0.3], [0.2, -0.5, -0.4], [-1.2, 0.9, 0.2], [0.0, 0.0, 0.1], [-1.0, -0.7, -0.4], [0.1, 1.1, 0.1], [1.7, -0.9, 0.0], [0.3, 1.1, 1.8], [0.3, 0.8, -0.9], [-1.5, -1.3, -1.1], [0.2, -1.3, -0.3], [0.0, -0.5, -0.4], [0.1, 0.0, -0.5], [-0.3, -0.2, 0.1], [0.0, 0.1, 0.5], [0.4, 0.1, -0.2], [1.2, 0.6, -0.2], [-0.8, -1.1, -1.2], [1.2, 1.0, 1.6], [0.0, -0.2, -0.1], [0.1, 0.2, 0.2], [0.5, -1.4, -0.1], [-0.8, 1.7, -0.2], [0.3, -1.4, 0.7]]}